[1]
C5H5NO | ωB97M-V with the def2-TZVPD basis set

Structure (XYZ):
```
12
Properties=species:S:1:pos:R:3:forces:R:3:mulliken_charge:R:1
C 3.1296 -0.0031 -0.3402 -0.56 0.00 0.19 0.317
C 2.0527 0.0741 0.1985 0.25 -0.26 -0.39 -0.442
C 0.6870 0.0951 0.7405 -0.42 -0.49 0.28 0.212
O 0.4692 0.2235 1.9287 0.07 -0.15 -0.59 -0.546
C -0.4230 0.1032 -0.2977 -0.30 -0.59 -0.13 -0.187
C -1.9332 -0.4234 -0.3688 0.59 -0.21 -0.06 -0.324
N -1.5755 0.8566 0.1461 -0.35 1.31 0.07 -0.489
H 4.0714 -0.0916 -0.8448 -0.22 0.08 0.23 0.401
H -0.0258 0.3825 -1.2803 -0.32 -0.12 0.26 0.283
H -2.6176 -0.9759 0.2919 1.35 -0.62 0.03 0.256
H -2.2844 -0.4917 -1.4023 0.18 0.41 0.20 0.199
H -1.5283 0.6866 1.1582 -0.27 0.64 -0.10 0.319
```
Forces are in eV/Å.

## Properties
LUMO level   -0.1 eV
E_tot   -323.37030 Eh
HOMO-LUMO gap   0.341 hartree
F_max   1.5 eV Å⁻¹
SMILES   C#CC(=O)[C@H]1CN1
Energy relative to the best compared isomer or geometry (same formula, charge and spin)   392.2 kJ/mol


[2]
C2H8NOS | ωB97M-V with the def2-TZVPD basis set

Structure (XYZ):
```
13
Properties=species:S:1:pos:R:3:forces:R:3:mulliken_charge:R:1
C 0.8549 1.1920 0.3719 -1.51 -0.50 -2.79 -1.375
C 0.4981 0.2707 -0.7372 0.20 -2.91 1.31 0.831
N -1.1442 -0.8490 0.7831 0.82 1.18 0.08 -0.643
O 1.0558 -0.9187 -0.7925 -0.81 0.98 -2.37 -0.392
S -0.5605 0.6824 -2.0148 -0.03 -0.69 -0.06 -0.087
H 1.3449 1.9425 -0.1584 1.82 1.62 -0.28 0.407
H -0.0174 1.6658 0.6885 -1.55 0.78 0.70 0.464
H 1.3184 0.7092 1.1492 1.58 -0.88 1.60 0.432
H -0.9942 -0.0836 1.4329 -0.44 -0.37 0.16 0.253
H -0.7803 -1.6873 1.1895 -0.41 -0.58 0.26 0.228
H -2.1061 -0.8827 0.5235 -0.63 -0.40 0.13 0.244
H 1.4482 -1.4160 -0.0757 0.27 0.67 0.98 0.406
H -0.9173 -0.6254 -2.3599 0.70 1.09 0.28 0.231
```
Forces are in eV/Å.

## Properties
LUMO level   -5.1 eV
E_tot   -608.87888 Eh
Net charge   +1
HOMO-LUMO gap   0.352 hartree
F_max   3.2 eV Å⁻¹
Energy relative to the best compared isomer or geometry (same formula, charge and spin)   174.2 kJ/mol


[3]
C25H53B3Cl18O5 | ωB97M-V with the def2-TZVPD basis set

Structure (XYZ):
```
104
Properties=species:S:1:pos:R:3:forces:R:3:mulliken_charge:R:1
C -3.0137 -3.0597 -2.0537 0.15 -0.07 0.03 -0.446
O -3.4224 -4.4018 -2.2052 -0.04 0.02 -0.05 -0.406
C -3.7083 -4.8542 -3.5177 -0.13 -0.44 -0.05 -0.513
C -2.5955 -5.7393 -4.1259 0.27 0.67 0.21 -0.923
C -1.1679 -5.3787 -3.6580 -0.13 -0.42 -0.24 0.827
C -0.7918 -6.0583 -2.3434 -0.02 0.34 0.25 -1.178
C 0.5034 -5.5461 -1.6921 -0.03 -0.16 -0.10 -0.242
C 1.7552 -5.3509 -2.5953 -0.02 0.18 0.59 -1.264
C 2.2546 -3.8890 -2.6998 0.07 -0.18 -0.13 0.623
C 1.9040 -3.1524 -4.0152 -0.35 -0.53 -0.02 -1.195
C 0.9250 -1.9800 -3.9234 0.26 0.61 0.04 0.665
C 1.1790 -1.0470 -2.7283 0.05 -0.20 -0.14 -0.060
B 0.3047 0.2368 -2.5855 0.49 0.83 0.04 0.088
O -0.4185 0.8523 -3.6125 -0.67 -1.03 0.28 -0.422
B -1.7478 1.0587 -3.2437 0.24 0.75 0.11 0.699
O -2.0417 1.4424 -1.9394 -0.14 -1.18 -0.22 -0.571
B -1.2364 0.7700 -1.0114 0.37 1.05 0.25 -0.206
C -1.7905 -0.0405 0.2039 0.07 -0.02 -0.09 -0.343
C -1.3845 0.4764 1.5984 -0.17 -0.34 0.29 -0.425
C 0.0566 0.1319 1.9873 0.00 0.43 -0.11 1.112
C 0.2974 0.3216 3.4796 -0.02 0.13 0.00 -1.012
O -0.4899 -0.5029 4.3236 -0.20 0.00 -0.17 -0.363
C -0.4467 -1.8728 3.9801 0.03 -0.02 0.36 -0.130
O 0.1352 0.7915 -1.3056 -0.50 -0.95 -0.17 0.530
H -3.7756 -2.4994 -1.5017 0.08 0.02 -0.05 0.314
H -2.8356 -2.5727 -3.0167 -0.06 0.02 -0.06 0.271
H -2.0726 -3.0366 -1.4899 -0.09 0.03 0.01 0.021
H -3.9529 -4.0178 -4.1830 0.20 0.09 0.12 0.313
H -4.6192 -5.4579 -3.4350 0.04 0.11 -0.06 0.346
H -2.6276 -5.6028 -5.2112 -0.20 -0.25 0.04 0.343
H -2.7891 -6.7874 -3.8848 0.04 0.02 -0.13 0.394
H -0.4809 -5.7058 -4.4477 0.03 0.13 0.09 0.656
H -1.0510 -4.2931 -3.5715 -0.04 -0.03 0.04 -0.834
H -1.6073 -5.8604 -1.6405 0.08 -0.17 0.00 0.355
H -0.7477 -7.1467 -2.4641 0.01 0.08 -0.22 0.359
H 0.7754 -6.2643 -0.9106 -0.13 0.14 0.03 0.406
H 0.2698 -4.6152 -1.1595 0.13 0.02 -0.15 0.143
H 1.6058 -5.7666 -3.5942 0.01 -0.07 0.06 0.550
H 2.5499 -5.9302 -2.1123 0.01 -0.03 -0.30 0.428
H 1.8962 -3.3528 -1.8146 0.10 -0.07 -0.35 -0.715
H 3.3482 -3.8888 -2.6196 -0.12 -0.03 0.07 0.405
H 2.8318 -2.8449 -4.5079 -0.11 0.19 0.10 0.459
H 1.4410 -3.8799 -4.6955 0.18 0.05 -0.02 0.366
H -0.1086 -2.3390 -3.9335 0.17 0.07 0.31 -0.560
H 1.0221 -1.3956 -4.8479 -0.10 -0.04 0.10 0.268
H 1.0151 -1.5883 -1.7858 0.09 0.11 -0.12 -0.383
H 2.2436 -0.7683 -2.7000 -0.08 0.03 0.05 0.307
H -2.6450 0.8340 -3.9873 0.08 0.26 -0.23 -0.150
H -2.8736 -0.1683 0.1216 0.06 0.19 0.05 0.357
H -1.3586 -1.0493 0.1032 -0.08 0.03 -0.02 0.051
H -2.0613 0.0232 2.3325 0.10 0.03 -0.04 0.412
H -1.5339 1.5560 1.6835 0.00 -0.13 -0.01 -0.064
H 0.7420 0.8190 1.4771 -0.01 -0.16 -0.02 -0.458
H 0.3296 -0.8761 1.6546 -0.10 0.15 0.12 -0.183
H 0.0258 1.3512 3.7398 0.04 -0.10 0.08 0.339
H 1.3605 0.1914 3.7306 -0.02 -0.11 -0.13 0.378
H -0.9205 -2.4174 4.7955 0.03 0.02 -0.01 -0.096
H -1.0060 -2.0986 3.0648 0.17 0.06 -0.05 0.149
H 0.5915 -2.2191 3.8963 -0.07 -0.06 -0.16 0.231
C -0.7298 5.0466 2.0034 0.13 0.05 0.00 -0.044
Cl -1.3843 4.0365 0.7149 -0.01 0.10 -0.15 -0.059
Cl -1.3166 4.5463 3.5975 -0.01 -0.02 0.02 -0.195
H 0.3499 4.9546 1.9932 -0.02 -0.04 0.00 -0.095
H -1.0325 6.0721 1.8298 -0.07 -0.02 0.02 0.380
C -1.0225 -1.6977 -7.4573 0.08 -0.07 -0.10 -0.476
Cl -2.0847 -0.3280 -7.1410 -0.03 0.03 0.07 -0.148
Cl -1.1517 -2.9668 -6.2285 -0.20 -0.10 -0.23 0.019
H -1.2981 -2.1269 -8.4129 -0.01 -0.02 0.01 0.357
H 0.0029 -1.3468 -7.4728 -0.02 0.02 0.06 0.269
C -0.0373 6.2327 6.7311 -0.06 -0.07 0.03 0.077
Cl 1.3762 5.9692 7.7567 -0.01 -0.01 0.00 -0.159
Cl -0.1012 7.8848 6.0982 -0.01 0.03 -0.05 -0.168
H 0.0100 5.5516 5.8911 0.05 0.02 -0.02 -0.010
H -0.9303 6.0564 7.3187 0.02 0.06 0.03 0.261
C 3.0135 -3.8776 1.3041 0.06 -0.05 -0.02 -0.609
Cl 1.8089 -4.9156 2.0717 -0.01 -0.01 -0.01 -0.153
Cl 2.2875 -2.4405 0.5730 0.05 0.07 0.19 0.025
H 3.7175 -3.5532 2.0607 -0.02 0.02 0.01 0.398
H 3.5127 -4.4399 0.5230 -0.05 -0.01 -0.01 0.308
C -2.3967 -2.7882 7.6821 -0.02 0.05 0.03 -0.261
Cl -0.6917 -3.2533 7.7032 0.02 0.00 0.03 -0.148
Cl -3.2808 -3.5681 6.3647 -0.03 0.00 0.00 -0.153
H -2.8456 -3.0888 8.6209 0.01 -0.04 -0.01 0.305
H -2.4585 -1.7146 7.5496 0.03 -0.01 -0.06 0.248
C -3.0090 10.4952 7.2118 0.07 0.02 0.00 0.072
Cl -4.0617 9.3666 8.0745 0.04 -0.03 0.01 -0.152
Cl -3.9030 11.4765 6.0444 0.02 0.01 -0.01 -0.155
H -2.5476 11.1563 7.9352 -0.06 0.02 0.02 0.265
H -2.2565 9.9265 6.6796 -0.04 -0.05 -0.02 -0.027
C 2.8249 2.4842 -0.5694 -0.06 -0.03 -0.10 -0.001
Cl 3.1256 0.8248 -0.0624 0.18 -0.01 -0.03 -0.085
Cl 2.5625 3.5585 0.8183 -0.05 -0.02 0.04 -0.120
H 3.6847 2.8467 -1.1206 0.03 0.01 0.06 0.435
H 1.9274 2.4964 -1.1771 -0.04 -0.01 0.07 -0.210
C 5.2195 5.8713 1.9687 0.00 -0.05 0.07 -0.233
Cl 4.5310 6.5049 0.4666 0.01 0.07 -0.01 -0.089
Cl 6.9818 5.7879 1.9106 -0.01 0.00 0.01 -0.158
H 4.9310 6.5304 2.7784 0.02 0.03 -0.03 0.315
H 4.8309 4.8710 2.1197 0.01 -0.01 -0.04 0.153
C 2.7707 7.5002 -2.7261 -0.01 -0.05 0.03 0.201
Cl 3.5945 7.4102 -4.2871 0.01 -0.02 0.01 -0.156
Cl 1.8069 8.9718 -2.5616 -0.01 0.00 0.02 -0.154
H 2.1102 6.6460 -2.6366 -0.02 0.02 -0.04 0.208
H 3.5189 7.4908 -1.9435 0.03 0.06 -0.03 -0.099
```
Forces are in eV/Å.

## Properties
LUMO level   0.1 eV
E_tot   -9718.76436 Eh
HOMO-LUMO gap   0.354 hartree
F_max   1.3 eV Å⁻¹


[4]
C7H12 | ωB97M-V with the def2-TZVPD basis set

Structure (XYZ):
```
19
Properties=species:S:1:pos:R:3:forces:R:3:mulliken_charge:R:1
C -2.6031 0.0227 0.1079 -0.01 0.01 0.00 -1.524
C -1.1442 -0.3780 -0.0140 -0.13 0.01 -0.01 0.527
C -0.2270 0.3123 -1.0593 0.02 0.03 -0.16 -0.851
C 0.8998 0.1643 -0.0377 0.06 -0.05 0.03 0.880
C 2.0255 -0.8093 -0.1834 0.05 -0.16 -0.07 -0.956
C 2.3054 0.6614 0.0248 0.05 0.19 0.02 -0.615
C -0.1329 0.0511 1.0782 0.00 -0.03 0.16 -0.908
H -3.1734 -0.2925 -0.7738 0.07 0.05 0.12 0.362
H -2.7178 1.1083 0.2111 0.08 -0.13 -0.01 0.335
H -3.0610 -0.4467 0.9871 0.05 0.07 -0.13 0.356
H -1.0671 -1.4630 -0.1478 -0.01 0.11 0.00 0.216
H -0.1079 -0.1659 -2.0377 0.01 0.06 0.16 0.335
H -0.5123 1.3626 -1.2055 0.02 -0.14 0.06 0.261
H 2.2169 -1.2215 -1.1717 -0.03 0.08 0.15 0.258
H 2.2215 -1.4949 0.6356 0.00 0.10 -0.07 0.245
H 2.7206 1.2275 -0.8061 -0.16 -0.11 0.10 0.238
H 2.6775 0.9684 0.9998 -0.06 -0.05 -0.16 0.236
H -0.3927 1.0351 1.4909 0.02 -0.12 -0.07 0.269
H 0.0721 -0.6417 1.9018 -0.04 0.08 -0.13 0.336
```
Forces are in eV/Å.

## Properties
LUMO level   1.2 eV
E_tot   -273.86217 Eh
HOMO-LUMO gap   0.404 hartree
F_max   0.2 eV Å⁻¹
SMILES   CC1CC2(CC2)C1
Energy relative to the best compared isomer or geometry (same formula, charge and spin)   121.8 kJ/mol


[5]
C7H11N2OS | ωB97M-V with the def2-TZVPD basis set

Structure (XYZ):
```
22
Properties=species:S:1:pos:R:3:forces:R:3:mulliken_charge:R:1
N -2.3208 2.0476 -0.5829 -0.70 0.20 -3.97 -0.262
C -1.3323 1.2495 -0.3851 -0.04 0.17 4.62 0.319
N -0.6565 1.3188 0.8005 -0.91 -1.78 0.75 -0.322
C 0.1041 0.0567 0.8769 2.09 3.49 -1.98 -0.464
C 1.5648 0.4575 0.6764 1.86 -1.58 2.07 -0.725
C 2.1465 -0.8134 -0.0728 -1.69 3.16 0.17 -0.765
C 1.0663 -0.9660 -1.1281 -0.29 -3.11 0.48 -0.882
C -0.2770 -0.6247 -0.3959 1.43 -3.77 0.61 1.141
C -1.1536 -1.8133 0.1940 0.08 -0.85 -1.88 -0.466
S -2.7389 -1.7035 0.5457 1.52 0.06 -0.25 -0.146
O -1.0250 0.2450 -1.1337 -1.65 2.31 -1.58 -0.386
H -2.5482 2.8238 -0.0185 0.11 0.77 0.77 0.272
H -2.5050 2.1397 -1.5883 -0.80 0.12 0.58 0.298
H -1.0506 1.5259 1.7456 -0.20 0.61 -1.73 0.371
H -0.1400 -0.5382 1.6999 0.03 -0.50 1.62 0.645
H 1.9551 0.5789 1.7607 0.12 0.29 -2.05 0.331
H 1.7455 1.3306 0.0130 -0.59 -0.27 0.83 0.300
H 2.1836 -1.5437 0.6412 0.37 -2.36 1.49 0.381
H 3.0755 -0.6098 -0.5330 1.13 -0.05 -0.17 0.408
H 1.0003 -2.0551 -1.4724 0.21 1.58 -0.06 0.338
H 1.4640 -0.3177 -1.9024 -1.27 0.18 -0.58 0.311
H -0.5579 -2.7888 0.2591 -0.81 1.32 0.27 0.301
```
Forces are in eV/Å.

## Properties
LUMO level (alpha / beta)   -4.2 / -4.2 eV
E_tot   -855.97093 Eh
Net charge   +1
HOMO-LUMO gap (alpha / beta)   0.313 / 0.313 hartree
F_max   4.6 eV Å⁻¹
SMILES   [NH2+]=C1N[C@@H]2CCC[C@]2(C=S)O1
Energy relative to the best compared isomer or geometry (same formula, charge and spin)   101.9 kJ/mol


[6]
C4H8BrI | ωB97M-V with the def2-TZVPD basis set

Structure (XYZ):
```
14
Properties=species:S:1:pos:R:3:forces:R:3:mulliken_charge:R:1
C 0.3867 -0.2609 1.5663 0.00 -1.60 -1.93 -1.195
C 0.3503 0.9132 0.6527 0.34 0.85 -0.86 0.069
Br 2.1272 1.4775 -0.1236 -0.19 -0.61 0.09 -0.166
C -0.5800 0.7505 -0.5492 -0.36 -3.47 -0.44 -0.750
C -0.4618 -0.6542 -1.5170 0.16 6.06 -1.40 -1.152
I -2.6795 0.6106 0.0169 0.09 0.44 0.46 0.040
H 0.8911 -1.1939 1.2156 -0.51 0.82 -0.27 0.283
H -0.6385 -0.4842 1.8082 -0.41 -0.25 0.27 0.310
H 0.8920 0.0109 2.4074 1.29 0.67 2.59 0.461
H 0.2511 1.8264 1.2719 -0.89 -0.53 -0.67 0.377
H -0.5669 1.5435 -1.2328 0.16 1.24 -0.66 0.567
H 0.3619 -0.4908 -2.2588 -0.57 -0.35 0.80 0.297
H -0.4096 -1.5209 -1.0258 0.54 -3.19 2.25 0.433
H -1.4208 -0.6343 -2.0389 0.36 -0.08 -0.23 0.426
```
Forces are in eV/Å.

## Properties
LUMO level   0.2 eV
E_tot   -3028.88489 Eh
HOMO-LUMO gap   0.358 hartree
F_max   6.2 eV Å⁻¹
SMILES   C[C@@H](Br)[C@@H](C)I
Energy relative to the best compared isomer or geometry (same formula, charge and spin)   34.9 kJ/mol


Question: Number 5 is which compound?
Answer: C7H11N2OS


Question: E_tot of number 2 (C2H8NOS)?
Answer: -608.87888 Eh


Please write out number 2 again, unchanged.
C2H8NOS | ωB97M-V with the def2-TZVPD basis set

Structure (XYZ):
```
13
Properties=species:S:1:pos:R:3:forces:R:3:mulliken_charge:R:1
C 0.8549 1.1920 0.3719 -1.51 -0.50 -2.79 -1.375
C 0.4981 0.2707 -0.7372 0.20 -2.91 1.31 0.831
N -1.1442 -0.8490 0.7831 0.82 1.18 0.08 -0.643
O 1.0558 -0.9187 -0.7925 -0.81 0.98 -2.37 -0.392
S -0.5605 0.6824 -2.0148 -0.03 -0.69 -0.06 -0.087
H 1.3449 1.9425 -0.1584 1.82 1.62 -0.28 0.407
H -0.0174 1.6658 0.6885 -1.55 0.78 0.70 0.464
H 1.3184 0.7092 1.1492 1.58 -0.88 1.60 0.432
H -0.9942 -0.0836 1.4329 -0.44 -0.37 0.16 0.253
H -0.7803 -1.6873 1.1895 -0.41 -0.58 0.26 0.228
H -2.1061 -0.8827 0.5235 -0.63 -0.40 0.13 0.244
H 1.4482 -1.4160 -0.0757 0.27 0.67 0.98 0.406
H -0.9173 -0.6254 -2.3599 0.70 1.09 0.28 0.231
```
Forces are in eV/Å.

## Properties
LUMO level   -5.1 eV
E_tot   -608.87888 Eh
Net charge   +1
HOMO-LUMO gap   0.352 hartree
F_max   3.2 eV Å⁻¹
Energy relative to the best compared isomer or geometry (same formula, charge and spin)   174.2 kJ/mol